Record 1
The following is a DFT calculation (ωB97M-V/def2-TZVPD) of 3 unconnected molecules or ions with the total composition C3H12N2O2.

ORCA input file:
```
! wB97M-V def2-TZVPD RIJCOSX def2/J DEFGRID3
* xyz 1 2
O 0.236 3.082 -0.420
O 1.846 0.861 0.046
N -0.312 -1.201 -1.370
N -1.623 0.676 0.416
C -0.226 -1.205 0.057
C 0.490 -2.417 0.609
C -1.011 -0.429 0.867
H 0.847 -2.855 -0.316
H -1.235 1.077 -0.472
H -1.249 -0.774 1.927
H 0.971 2.994 0.230
H 1.354 -2.366 1.374
H -1.807 1.373 1.168
H -0.184 -3.236 0.918
H -0.661 -2.029 -1.788
H 2.596 0.405 -0.392
H 1.364 0.052 0.322
H 0.124 2.183 -0.636
H -0.743 -0.391 -1.872
*
```

Values from the calculation:
Strongest force on any atom   3.57 eV Å⁻¹
Calculated total energy   -381.16770 hartree
Orbital gap (spin up / spin down)   9.991 / 7.684 eV
Energy above the lowest of the compared OMol25 structures with the same formula, charge and spin   118.16 kJ/mol



Record 2
The following is a DFT calculation (ωB97M-V/def2-TZVPD) of 2 unconnected molecules or ions with the total composition C3H7O2PS.

ORCA input file:
```
! wB97M-V def2-TZVPD RIJCOSX def2/J DEFGRID3
* xyz 0 1
S -2.329 -0.199 1.289
P -1.452 -0.609 -0.407
O 1.972 -1.445 -0.457
O -2.321 -1.608 -1.255
C 0.690 -2.216 1.474
C -1.544 0.992 -1.450
C 1.049 -1.559 0.215
H -2.783 -2.425 -0.917
H 0.192 -3.143 1.115
H -0.115 -1.634 2.041
H -2.718 0.997 -1.662
H 1.403 -2.382 2.207
H -0.993 0.886 -2.465
H -1.253 1.886 -0.893
*
```

Values from the calculation:
Strongest force on any atom   3.50 eV Å⁻¹
Calculated total energy   -1008.47949 hartree
Orbital gap (spin up / spin down)   7.373 / 7.371 eV
Energy above the lowest of the compared OMol25 structures with the same formula, charge and spin   218.36 kJ/mol



Record 3
The following is a DFT calculation (ωB97M-V/def2-TZVPD) of C12H17BrN2O3S in the gas phase.

ORCA input file:
```
! wB97M-V def2-TZVPD RIJCOSX def2/J DEFGRID3
* xyz 0 1
Br 5.784 -0.492 0.195
S -0.371 0.747 -0.389
O -0.554 2.395 0.122
O -0.951 0.444 -1.641
O -4.920 -1.779 1.311
N -5.654 -0.161 -0.265
N -1.044 0.035 0.864
C -6.967 -0.555 -0.257
C 3.107 -0.911 -0.612
C -3.402 0.210 0.467
C 2.258 1.244 0.476
C -7.357 -0.634 -1.750
C 4.111 0.012 -0.143
C 1.282 0.515 -0.095
C 1.748 -0.633 -0.888
C -7.971 0.417 0.526
C 3.530 1.034 0.578
C -2.245 -0.557 0.736
C -4.746 -0.679 0.622
H -6.659 -1.529 -2.186
H -8.319 -1.160 -1.768
H -7.874 1.473 -0.087
H -0.949 0.288 1.822
H -3.320 0.821 -0.405
H -7.407 0.178 -2.363
H -2.133 -1.340 -0.105
H -7.603 0.557 1.481
H -8.980 0.195 0.434
H 1.919 2.343 0.837
H 3.500 -1.755 -1.117
H -3.368 0.813 1.446
H -7.035 -1.547 0.301
H -5.466 0.856 -0.502
H -2.326 -1.309 1.493
H 4.264 1.914 0.750
H 0.966 -1.168 -1.145
*
```

Values from the calculation:
Strongest force on any atom   13.49 eV Å⁻¹
Structure (SMILES)   CC(C)NC(=O)CCNS(=O)(=O)c1ccc(Br)cc1
Calculated total energy   -3774.62314 hartree
Orbital gap   8.553 eV



Record 4
The following is a DFT calculation (ωB97M-V/def2-TZVPD) of a molecular structure, C34H27Br2CdFN2OP.

ORCA input file:
```
! wB97M-V def2-TZVPD RIJCOSX def2/J DEFGRID3
* xyz -1 1
Cd 0.860 -0.019 -0.273
Br 4.577 -3.244 5.262
Br -1.665 -2.051 -0.409
P -4.345 2.158 2.095
F -3.346 0.969 2.245
O 0.901 -0.185 1.939
N 3.019 0.781 0.393
N 1.567 1.734 -1.651
C -7.408 1.420 -0.998
C 3.189 -0.976 2.088
C 2.897 1.768 -1.838
C -0.285 -3.356 -0.366
C 1.318 -1.820 3.530
C 2.721 -4.081 -2.481
C 1.279 -5.569 -1.192
C 1.643 -4.239 -1.624
C -5.039 2.523 3.746
C -3.705 3.654 1.304
C 3.216 -2.802 -2.704
C 4.892 2.784 -2.837
C 1.293 2.688 -3.859
C 4.021 -1.727 2.921
C 3.719 -0.102 1.072
C 3.539 -2.530 3.937
C 0.982 -3.110 -1.008
C 2.674 2.820 -4.041
C -7.381 2.636 -0.218
C 4.975 2.085 -0.563
C -6.509 0.366 -0.796
C -5.601 1.662 1.058
C 5.607 2.687 -1.648
C -6.575 2.687 0.860
C 1.471 -1.848 -1.291
C 2.168 -2.592 4.216
C 3.509 2.473 -2.956
C 0.771 2.275 -2.636
C 2.560 -1.695 -2.148
C -0.571 -4.670 -0.002
C 3.669 1.559 -0.623
C 0.234 -5.736 -0.333
C -5.563 0.457 0.234
C 1.757 -0.991 2.456
H -6.522 -0.448 -1.440
H 5.417 3.281 -3.646
H 3.074 3.280 -4.989
H 4.768 -0.123 0.818
H 0.321 -1.686 3.858
H 4.109 -2.585 -3.334
H 5.476 2.007 0.430
H -0.307 2.245 -2.443
H 0.681 2.938 -4.717
H -4.466 4.405 1.488
H -4.208 2.976 4.389
H -3.828 3.445 0.203
H 0.124 -6.796 0.218
H -4.740 -0.201 0.135
H -6.771 3.594 1.561
H 1.896 -6.418 -1.517
H -1.547 -4.907 0.495
H 2.783 -0.721 -2.580
H 3.214 -4.907 -2.978
H -8.174 1.299 -1.744
H -2.663 4.006 1.381
H 1.798 -3.219 4.962
H -5.790 3.327 3.624
H 6.624 2.982 -1.634
H -5.347 1.548 4.205
H 5.115 -1.607 2.884
H -8.073 3.443 -0.493
*
```

Values from the calculation:
Strongest force on any atom   3.90 eV Å⁻¹
Calculated total energy   -7253.44976 hartree
Orbital gap (spin up / spin down)   4.581 / 3.893 eV
Energy above the lowest of the compared OMol25 structures with the same formula, charge and spin   559.94 kJ/mol



Record 5
The following is a DFT calculation (ωB97M-V/def2-TZVPD) of C5H12N2O in the gas phase.

ORCA input file:
```
! wB97M-V def2-TZVPD RIJCOSX def2/J DEFGRID3
* xyz 0 1
O -1.244 -0.986 -1.211
N -0.713 0.926 0.111
N -2.270 1.394 1.857
C 3.239 -1.410 0.035
C 1.039 -0.443 -0.927
C 2.322 -0.177 -0.156
C -0.429 -0.234 -0.666
C -2.107 0.882 0.476
H 1.105 -0.036 -1.926
H -0.078 1.232 0.813
H 2.116 0.300 0.752
H -2.674 -0.228 0.638
H 1.213 -1.613 -1.061
H 2.987 -1.704 1.118
H -2.701 2.295 1.830
H 2.960 0.628 -0.551
H -2.950 0.936 2.438
H -2.884 1.466 -0.182
H 2.963 -2.295 -0.633
H 4.386 -1.032 0.099
*
```

Values from the calculation:
Strongest force on any atom   5.32 eV Å⁻¹
Structure (SMILES)   CCCC(=O)NCN
Calculated total energy   -382.38753 hartree
Orbital gap   10.545 eV
Energy above the lowest of the compared OMol25 structures with the same formula, charge and spin   301.93 kJ/mol



Record 6
The following is a DFT calculation (ωB97M-V/def2-TZVPD) of a molecular structure, C2H2EuO2.

ORCA input file:
```
! wB97M-V def2-TZVPD RIJCOSX def2/J DEFGRID3
* xyz 2 8
Eu -1.761 2.378 1.691
O 0.150 -1.991 -0.139
O -0.055 1.328 0.379
C 0.280 0.243 -0.210
C -0.377 -0.962 0.249
H 0.761 0.355 -1.202
H 1.001 -1.351 -0.768
*
```

Values from the calculation:
Strongest force on any atom   6.80 eV Å⁻¹
Calculated total energy   -937.37187 hartree
Orbital gap (spin up / spin down)   6.957 / 7.016 eV
Energy above the lowest of the compared OMol25 structures with the same formula, charge and spin   0.00 kJ/mol



Record 7
The following is a DFT calculation (ωB97M-V/def2-TZVPD) of a gas-phase ion, C7H10N3 (charge +1).

ORCA input file:
```
! wB97M-V def2-TZVPD RIJCOSX def2/J DEFGRID3
* xyz 1 1
N 2.209 1.144 0.097
N 1.249 0.531 -0.114
N -1.536 -0.968 -0.074
C -0.195 -1.371 -0.024
C 1.030 -0.755 -0.172
C 2.208 -1.689 0.045
C -3.671 1.276 -0.612
C 3.014 2.070 0.050
C -3.384 0.623 0.526
C -2.160 0.013 0.599
H 2.213 -1.903 1.181
H -2.935 1.426 -1.388
H -2.051 -1.792 -0.484
H -4.155 2.192 -0.485
H -0.104 -2.459 0.111
H 3.580 2.373 0.918
H 2.041 -2.665 -0.434
H 3.356 2.368 -0.921
H 3.130 -1.214 -0.284
H -3.837 0.798 1.466
*
```

Values from the calculation:
Strongest force on any atom   4.41 eV Å⁻¹
Calculated total energy   -436.47154 hartree
Orbital gap (spin up / spin down)   5.845 / 5.234 eV
Energy above the lowest of the compared OMol25 structures with the same formula, charge and spin   773.63 kJ/mol



- Look up the strongest force on any atom of the second one.
  3.50 eV Å⁻¹



- The highest calculated total energy belongs to which entry?
  C3H12N2O2